This record from the Open Molecules 2025 dataset describes C11H14N4O9P2PdSSe2Te2 as an isolated structure. The level of theory is the ωB97M-V functional and the def2-TZVPD basis.

XYZ file:
```
46
Properties=species:S:1:pos:R:3:forces:R:3:lowdin_charge:R:1
Pd 1.048334 2.149899 -0.226316 -0.2 -0.2 -0.3 0.455
Se 0.738088 3.816647 3.791041 0.0 0.0 0.0 -0.032
Te 2.048160 3.851057 1.809782 -0.1 0.0 0.0 0.543
Te -0.383440 4.589823 0.209386 0.2 0.0 0.2 0.478
Se -0.220012 3.672261 -1.983973 0.0 0.0 0.0 0.130
N 3.936278 0.801565 -2.743824 0.0 0.1 -0.1 0.184
C 4.169629 0.673697 -1.241023 -0.1 -0.1 0.2 -0.485
C 5.439456 -0.105200 -0.949496 0.0 0.0 0.0 -0.073
P 4.246202 2.417628 -0.610406 0.1 0.2 -0.1 0.250
O 5.319487 3.007176 -1.674790 0.0 -0.1 0.0 -0.136
O 2.920371 3.019338 -1.043637 -0.1 0.0 0.0 -0.500
O 4.722573 2.534095 0.778367 0.0 -0.1 0.0 -0.341
P 2.602810 -0.106865 -0.591139 0.2 0.0 -0.1 0.301
O 2.954512 -1.654413 -0.506246 0.0 0.0 0.0 -0.096
O 1.613906 0.191737 -1.695000 0.0 0.1 0.1 -0.336
O 2.289209 0.464249 0.761155 0.0 0.0 0.1 -0.359
H 4.576554 0.216217 -3.277130 -0.1 -0.1 0.0 0.166
H 4.047800 1.767112 -3.060240 0.1 0.0 0.0 0.138
H 2.940086 0.531450 -2.894556 0.0 0.0 0.0 0.123
H 6.318497 0.404287 -1.348435 0.0 0.0 0.0 0.087
H 5.387434 -1.116745 -1.354578 0.0 0.0 0.0 0.085
H 5.558327 -0.179772 0.130550 0.0 0.0 0.0 0.098
H 6.116481 3.331340 -1.240512 0.0 0.0 0.0 0.091
H 2.764676 -2.049981 0.353417 0.0 0.0 0.0 0.102
O -5.414277 -3.030976 -2.146924 -0.1 0.0 0.0 -0.373
S -6.213239 -3.609732 -1.084147 0.0 0.0 -0.1 0.386
O -7.557547 -3.079455 -0.966343 0.0 0.0 0.0 -0.354
O -6.083777 -5.043196 -0.924428 0.0 0.0 0.0 -0.353
C -5.439327 -2.965139 0.426732 0.2 0.1 0.3 -0.325
N -5.921699 -3.364801 1.614275 0.0 0.0 -0.2 0.135
C -5.356709 -2.853135 2.690589 0.0 0.0 0.1 -0.115
C -4.306918 -1.938959 2.642077 0.0 0.0 0.0 -0.001
C -3.877609 -1.602961 1.373361 0.1 0.1 0.0 -0.234
N -4.436596 -2.107632 0.281599 -0.1 -0.1 -0.1 0.151
C -2.763640 -0.653622 1.092426 0.0 0.0 0.0 -0.106
C -2.568242 -0.238092 -0.225380 0.0 -0.1 0.1 0.035
C -1.524562 0.608703 -0.511833 0.0 -0.1 0.0 -0.128
N -0.676373 1.054189 0.426129 0.0 0.0 -0.1 -0.092
C -0.850511 0.657566 1.688814 0.0 0.0 0.0 -0.127
C -1.880367 -0.183028 2.059754 0.0 0.0 0.0 0.014
H -5.758063 -3.177472 3.646158 0.0 0.0 0.0 0.110
H -3.877934 -1.529060 3.545431 0.0 0.0 0.0 0.098
H -3.227588 -0.618017 -0.995617 0.0 0.0 0.0 0.129
H -1.329977 0.923861 -1.528474 0.0 0.0 0.0 0.080
H -0.123654 1.009367 2.409405 0.0 0.0 0.0 0.083
H -1.966820 -0.485005 3.093994 0.0 0.0 0.0 0.113
```
Forces are in eV/Å.

Its relative energy (zero: lowest compared OMol25 entry of this formula, charge and spin) is 0.0 kJ/mol. The calculation puts the electronic energy at -7871.59150 hartree. The multiplicity is 5. Its frontier orbital gap (alpha / beta) is 0.141 / 0.096 Eh. As for the expectation value of S²: 6.052.



This record from the Open Molecules 2025 dataset describes the molecule C11H14O2S2. The level of theory is the ωB97M-V functional and the def2-TZVPD basis.

XYZ file:
```
29
Properties=species:S:1:pos:R:3:forces:R:3:lowdin_charge:R:1
C 0.961727 -0.901447 1.390973 -0.3 -1.4 1.4 -0.060
C 1.724446 -2.034665 1.451840 0.6 -0.9 0.4 -0.024
C 1.953967 -1.978691 -0.902079 0.7 -0.5 -0.2 0.061
C 0.633753 -0.372530 0.204904 -1.3 2.7 -2.3 -0.230
C 2.190017 -2.628771 0.332223 0.4 0.5 -2.5 -0.308
C 1.208428 -0.800563 -0.999126 1.1 -2.1 2.1 -0.271
C -2.368200 1.826946 -0.886238 0.2 0.9 1.0 -0.197
C -2.176270 2.155123 0.629143 3.3 -1.4 -1.8 -0.208
C -1.097854 1.206166 -1.345291 3.2 -1.5 0.9 -0.160
C -1.318951 0.970279 1.174428 -3.0 -0.2 0.2 -0.589
C -0.252936 0.849741 0.167080 0.7 0.2 -2.3 -0.611
O 2.865236 -3.831742 0.403552 -1.0 0.2 0.8 0.048
O 1.117833 -0.154605 -2.165900 -0.6 0.6 0.0 0.072
S -2.317164 -0.608955 1.338344 1.2 0.5 2.9 0.820
S 0.824064 2.348828 0.157109 -1.9 1.0 -3.6 0.890
H 0.468574 -0.617392 2.304356 0.0 0.5 0.1 0.115
H 1.984837 -2.587166 2.305434 -0.1 -0.2 1.6 0.112
H 2.444054 -2.394466 -1.794281 -0.3 0.1 0.2 0.126
H -3.186873 1.077217 -1.006689 0.3 1.1 -0.1 0.112
H -2.489581 2.800488 -1.365183 -0.8 -0.4 -0.4 0.116
H -1.596878 3.055280 0.807398 0.4 0.1 -0.5 0.079
H -3.048649 2.400693 1.033043 -3.9 0.1 2.2 0.057
H -1.225127 0.343448 -2.021123 -0.1 -0.1 0.9 0.106
H -0.275810 1.727510 -1.903751 -1.4 0.4 0.5 0.075
H -1.099336 1.038065 2.233172 0.7 0.6 0.0 0.089
H 3.664257 -3.848104 -0.103049 0.6 0.2 -0.6 0.091
H 1.610217 -0.700483 -2.761225 0.4 -0.2 -1.0 0.103
H -2.789634 -0.744061 0.193931 -1.1 -0.2 -3.0 -0.215
H 1.591851 2.403858 1.127006 1.9 -0.8 3.2 -0.201
```
Forces are in eV/Å.

Its relative energy (zero: lowest compared OMol25 entry of this formula, charge and spin) is 0.0 kJ/mol. The calculation puts the electronic energy at -1374.32755 hartree. Its frontier orbital gap is 0.322 Eh. As for the structure (SMILES): Oc1ccc([C@@]2(S)CCC[C@H]2S)c(O)c1.



This record from the Open Molecules 2025 dataset describes a 2-piece molecular cluster, C11H14O2S2 overall. The level of theory is the ωB97M-V functional and the def2-TZVPD basis.

XYZ file:
```
29
Properties=species:S:1:pos:R:3:forces:R:3:lowdin_charge:R:1
C -0.734020 -1.695379 -0.143502 -0.1 -0.1 -0.2 -0.087
C 0.653200 -0.654668 1.539472 0.1 0.1 0.2 -0.093
C -0.303213 -0.754791 -1.071790 0.0 0.0 0.2 -0.029
C 1.054726 0.298702 0.608201 0.0 -0.1 -0.1 -0.038
C -0.232805 -1.602327 1.122037 -0.2 -0.7 0.5 0.020
C 0.586153 0.246630 -0.698744 0.2 0.0 -0.2 -0.179
C -2.076149 -4.269593 2.859026 -0.4 -0.2 0.0 -0.106
C -0.893739 -3.750929 3.006894 0.5 0.8 -0.6 -0.583
C -0.311310 3.114556 -0.497432 -0.2 -0.3 -0.2 -0.063
C 0.994928 1.275603 -1.731175 -0.6 -0.1 -0.1 -0.348
C -0.101948 2.385883 -1.817844 0.9 0.6 -0.2 -0.816
O 2.272992 1.822316 -1.534182 0.3 0.0 0.3 -0.043
O -1.323776 1.853090 -2.211200 -0.5 -0.2 -0.1 -0.050
S 0.421304 -3.859449 4.073972 0.0 0.0 0.1 0.739
S 0.454022 3.612630 -3.108848 -0.5 -0.1 0.0 0.816
H -1.431959 -2.467440 -0.428785 -0.1 -0.1 0.0 0.100
H 1.034387 -0.626721 2.549219 0.0 0.0 0.1 0.099
H -0.665393 -0.805470 -2.087879 0.0 0.0 -0.1 0.115
H 1.747475 1.067654 0.924517 0.1 0.0 0.0 0.112
H -2.438533 -5.104335 3.452224 0.1 -0.1 0.1 0.057
H -2.758201 -3.903707 2.107638 -0.1 0.2 -0.1 0.046
H -0.649293 2.411046 0.259581 0.0 0.0 0.1 0.086
H -1.079393 3.870404 -0.637716 0.0 0.1 0.0 0.086
H 0.605366 3.602678 -0.176244 0.0 0.0 0.0 0.083
H 1.046396 0.789874 -2.714005 -0.1 0.1 0.1 0.154
H 2.328047 2.174535 -0.638385 0.1 0.0 -0.1 0.083
H -1.295280 1.618821 -3.147788 0.1 0.1 0.1 0.095
H 1.348774 -3.985417 3.114606 0.1 0.0 0.0 -0.123
H 1.747241 3.335803 -2.971868 0.2 0.0 0.0 -0.135
```
Forces are in eV/Å.

Its relative energy (zero: lowest compared OMol25 entry of this formula, charge and spin) is 285.3 kJ/mol. The calculation puts the electronic energy at -1374.21890 hartree. Its frontier orbital gap (alpha / beta) is 0.322 / 0.295 Eh.